[1]
This record from the OMol25 dataset describes a structure of composition C2H8N4O in a non-equilibrium geometry. The level of theory is ωB97M-V with the def2-TZVPD basis set.

Calculated values
E: -10208.4448 eV
orbital gap (alpha / beta): 8.032 / 8.031 eV
HOMO (alpha / beta): -8.2 / -8.2 eV
F_max: 0.034 hartree/bohr

Cartesian coordinates (Å):
1 C -0.245 0.578 -0.883
2 N -1.355 -0.215 -0.761
3 C 0.618 -0.371 0.582
4 N -0.783 -0.873 1.002
5 N -0.339 1.936 -0.461
6 N 1.321 -1.499 0.087
7 O 1.167 0.433 1.342
8 H -2.119 0.331 -0.359
9 H 0.354 0.366 -1.769
10 H -1.139 -0.305 1.770
11 H -0.862 -1.879 1.147
12 H -0.156 2.594 -1.208
13 H 0.324 2.104 0.296
14 H 2.300 -1.281 -0.046
15 H 0.914 -1.920 -0.739

---

[2]
This record from the OMol25 dataset describes a structure of composition C16H28AsF12N7O5Se2W in a non-equilibrium geometry. The level of theory is ωB97M-V with the def2-TZVPD basis set.

Calculated values
E: -263673.4796 eV
spin multiplicity: 4
total charge: +1
orbital gap (alpha / beta): 6.218 / 7.122 eV
expectation value of S²: 3.77
HOMO (alpha / beta): -10.7 / -12.1 eV
F_max: 0.029 hartree/bohr

Cartesian coordinates (Å):
1 W -0.876 -0.310 0.204
2 N -1.159 -1.183 3.640
3 N 0.099 -0.695 3.983
4 C 0.757 0.164 3.185
5 N 1.825 0.796 3.698
6 N 0.404 0.322 1.922
7 N 0.867 1.453 1.228
8 O 2.047 1.838 1.212
9 O 0.141 1.439 0.064
10 H -1.832 -0.932 4.354
11 H -1.132 -2.189 3.510
12 H 0.509 -0.927 4.875
13 H 1.942 0.857 4.694
14 H 2.316 1.445 3.096
15 O -5.753 4.185 0.670
16 C -5.081 3.602 -0.420
17 C -4.309 2.309 -0.042
18 C -3.565 1.841 -1.314
19 O -2.182 1.565 -1.092
20 C -5.282 1.290 0.454
21 Se -3.029 -1.161 0.540
22 C -3.306 2.679 1.047
23 Se -2.320 1.207 1.856
24 H -6.519 3.644 0.893
25 H -4.366 4.349 -0.774
26 H -5.769 3.375 -1.242
27 H -3.633 2.590 -2.107
28 H -4.005 0.918 -1.688
29 H -1.657 2.375 -1.116
30 H -5.866 0.708 -0.246
31 H -5.493 1.182 1.508
32 H -3.833 3.109 1.899
33 H -2.569 3.403 0.697
34 F -0.258 -2.047 1.324
35 As -0.373 -3.936 0.935
36 F 1.187 -3.799 0.246
37 F -1.070 -3.422 -0.561
38 F -0.521 -5.586 0.598
39 F -1.924 -3.822 1.678
40 F 0.334 -4.100 2.486
41 N 1.249 -0.902 -0.214
42 C 2.400 -0.967 -0.277
43 N 3.688 -1.064 -0.323
44 C 4.434 -1.634 0.815
45 C 5.219 -0.528 1.503
46 C 6.131 0.176 0.497
47 C 5.312 0.742 -0.665
48 C 4.488 -0.349 -1.335
49 H 5.108 -2.390 0.405
50 H 3.728 -2.134 1.477
51 H 5.793 -0.951 2.328
52 H 4.512 0.198 1.915
53 H 6.868 -0.536 0.113
54 H 6.684 0.977 0.986
55 H 5.964 1.194 -1.413
56 H 4.639 1.521 -0.296
57 H 5.136 -1.089 -1.811
58 H 3.814 0.050 -2.088
59 C -1.963 -1.561 -3.417
60 C -0.771 -0.727 -2.988
61 O -0.847 -0.515 -1.607
62 C 0.551 -1.488 -3.285
63 F 0.567 -1.939 -4.539
64 F 0.681 -2.530 -2.473
65 F 1.619 -0.691 -3.113
66 C -0.748 0.656 -3.714
67 F -0.033 1.558 -3.038
68 F -1.990 1.137 -3.864
69 F -0.222 0.541 -4.933
70 H -1.897 -2.543 -2.951
71 H -1.982 -1.671 -4.500
72 H -2.878 -1.074 -3.088

---

[3]
This record from the OMol25 dataset describes a structure of composition C18H14AuBrN3S2. The level of theory is ωB97M-V with the def2-TZVPD basis set.

Calculated values
E: -118762.1683 eV
total charge: +1
orbital gap: 6.627 eV
HOMO: -11.1 eV
F_max: 0.010 hartree/bohr

Cartesian coordinates (Å):
1 Au -1.056 0.325 -0.082
2 C -6.055 -1.087 -0.008
3 S -5.720 0.683 0.044
4 C -3.995 0.786 0.011
5 S -3.061 -0.717 0.096
6 N -3.530 2.000 -0.010
7 N -2.166 2.043 -0.015
8 C -1.529 3.142 0.117
9 C -0.064 3.067 -0.023
10 C 0.745 4.180 0.067
11 C 2.114 4.034 -0.136
12 C 2.624 2.785 -0.434
13 C 1.756 1.704 -0.503
14 N 0.453 1.843 -0.299
15 H -7.121 -1.156 -0.218
16 H -5.846 -1.563 0.947
17 H -5.512 -1.573 -0.815
18 H -2.050 4.078 0.281
19 H 0.310 5.145 0.290
20 H 2.767 4.893 -0.066
21 H 3.679 2.634 -0.611
22 H 2.107 0.705 -0.723
23 Br 0.647 0.211 2.567
24 C 1.748 -0.956 1.536
25 C 2.990 -1.188 2.052
26 C 3.849 -2.124 1.446
27 C 3.411 -2.837 0.372
28 C 2.125 -2.614 -0.178
29 C 1.689 -3.412 -1.265
30 C 0.456 -3.230 -1.808
31 C -0.372 -2.193 -1.330
32 C 0.022 -1.377 -0.303
33 C 1.268 -1.610 0.361
34 H 3.300 -0.674 2.951
35 H 4.832 -2.294 1.862
36 H 4.035 -3.598 -0.078
37 H 2.355 -4.177 -1.642
38 H 0.113 -3.847 -2.628
39 H -1.321 -2.034 -1.826

---

[4]
This record from the OMol25 dataset describes a cluster of 5 separate species, C41H73Br2FN7O2S in total in a non-equilibrium geometry. The level of theory is ωB97M-V with the def2-TZVPD basis set.

Calculated values
E: -211855.3077 eV
total charge: +1
orbital gap: 4.688 eV
HOMO: -9.2 eV
F_max: 0.043 hartree/bohr

Cartesian coordinates (Å):
1 C 0.220 4.748 -1.413
2 C 0.978 4.411 -0.149
3 Br 1.205 5.874 1.081
4 C 1.464 3.199 0.130
5 Br 2.411 2.945 1.805
6 O 1.314 2.166 -0.790
7 C 0.179 1.411 -0.587
8 O -0.432 0.881 -1.471
9 C -0.281 1.213 0.862
10 C -1.237 2.073 1.401
11 C -1.587 1.878 2.725
12 N -2.523 2.802 3.284
13 C -3.257 2.370 4.176
14 S -3.737 1.853 5.572
15 N -1.017 0.893 3.422
16 C -0.091 0.041 2.907
17 C 0.509 -1.040 3.855
18 C 0.986 -0.277 5.114
19 F 1.709 0.846 4.723
20 C 0.327 0.158 1.599
21 C 1.342 -0.793 1.039
22 C 1.024 -2.164 0.959
23 C 1.995 -3.024 0.471
24 N 3.213 -2.686 0.065
25 C 3.467 -1.387 0.130
26 C 2.606 -0.393 0.591
27 H -0.664 5.336 -1.117
28 H 0.817 5.418 -2.051
29 H -0.069 3.876 -2.012
30 H -1.683 2.874 0.816
31 H -1.247 0.757 4.405
32 H -0.254 -1.800 4.086
33 H 1.390 -1.523 3.422
34 H 1.642 -0.886 5.753
35 H 0.134 0.054 5.733
36 H 0.031 -2.462 1.297
37 H 1.736 -4.088 0.423
38 H 4.465 -1.066 -0.189
39 H 2.913 0.648 0.602
40 C -0.071 2.222 -5.811
41 C -1.276 2.968 -5.260
42 N -1.146 4.413 -5.336
43 C -2.155 5.121 -4.567
44 C -3.618 4.981 -4.999
45 C -0.862 4.959 -6.656
46 C -1.855 4.658 -7.784
47 H 0.850 2.541 -5.319
48 H -0.190 1.151 -5.639
49 H 0.043 2.365 -6.887
50 H -1.387 2.682 -4.209
51 H -2.180 2.608 -5.774
52 H -1.899 6.184 -4.535
53 H -2.077 4.782 -3.526
54 H -3.834 5.565 -5.892
55 H -4.272 5.361 -4.209
56 H -3.900 3.944 -5.182
57 H 0.122 4.599 -6.968
58 H -0.739 6.042 -6.573
59 H -2.170 3.613 -7.795
60 H -1.386 4.865 -8.748
61 H -2.742 5.286 -7.723
62 C 2.106 3.154 -9.408
63 C 2.653 1.745 -9.587
64 N 4.091 1.648 -9.410
65 C 4.637 0.375 -9.857
66 C 4.209 -0.892 -9.108
67 C 4.619 2.146 -8.151
68 C 4.088 1.520 -6.856
69 H 2.611 3.859 -10.070
70 H 1.041 3.172 -9.648
71 H 2.210 3.509 -8.380
72 H 2.406 1.429 -10.604
73 H 2.108 1.066 -8.911
74 H 5.729 0.436 -9.849
75 H 4.371 0.250 -10.911
76 H 4.698 -0.975 -8.138
77 H 4.499 -1.773 -9.685
78 H 3.129 -0.942 -8.961
79 H 4.434 3.223 -8.106
80 H 5.709 2.062 -8.165
81 H 3.004 1.397 -6.866
82 H 4.334 2.165 -6.008
83 H 4.544 0.551 -6.658
84 C 3.736 -2.124 10.136
85 C 2.299 -1.812 9.746
86 N 1.495 -2.996 9.493
87 C 0.224 -2.702 8.857
88 C -0.795 -1.871 9.646
89 C 1.447 -3.976 10.568
90 C 0.931 -3.514 11.936
91 H 4.220 -2.752 9.386
92 H 4.305 -1.197 10.217
93 H 3.798 -2.627 11.102
94 H 2.331 -1.212 8.830
95 H 1.854 -1.170 10.521
96 H -0.249 -3.639 8.551
97 H 0.436 -2.173 7.918
98 H -1.274 -2.456 10.429
99 H -1.589 -1.530 8.976
100 H -0.348 -0.984 10.097
101 H 2.454 -4.378 10.706
102 H 0.857 -4.836 10.240
103 H 1.344 -2.549 12.234
104 H 1.220 -4.239 12.699
105 H -0.155 -3.447 11.959
106 C -3.341 -2.614 3.105
107 C -4.131 -3.897 2.900
108 N -4.870 -3.921 1.655
109 C -5.838 -5.008 1.582
110 C -5.304 -6.444 1.583
111 C -4.092 -3.690 0.448
112 C -2.922 -4.638 0.158
113 H -3.985 -1.735 3.031
114 H -2.885 -2.605 4.099
115 H -2.533 -2.500 2.375
116 H -4.838 -3.981 3.730
117 H -3.445 -4.753 2.991
118 H -6.465 -4.866 0.697
119 H -6.522 -4.902 2.429
120 H -4.865 -6.714 0.623
121 H -6.126 -7.139 1.761
122 H -4.562 -6.611 2.365
123 H -3.697 -2.670 0.488
124 H -4.764 -3.684 -0.412
125 H -2.317 -4.840 1.045
126 H -2.263 -4.188 -0.589
127 H -3.260 -5.588 -0.252

---

[5]
This record from the OMol25 dataset describes a structure of composition C23H25ClO2PPt in a non-equilibrium geometry. The level of theory is ωB97M-V with the def2-TZVPD basis set.

Calculated values
E: -53374.6586 eV
spin multiplicity: 5
total charge: +3
orbital gap (alpha / beta): 6.084 / 4.005 eV
expectation value of S²: 6.05
HOMO (alpha / beta): -15.4 / -17.6 eV
F_max: 0.098 hartree/bohr

Cartesian coordinates (Å):
1 Pt 0.501 0.627 1.161
2 Cl -1.169 2.101 1.750
3 C 1.784 -0.691 1.010
4 O 2.458 -1.630 1.110
5 P -0.398 -0.044 -0.766
6 C 0.143 1.002 -2.167
7 C 0.014 -1.740 -1.366
8 C -2.218 -0.013 -0.722
9 C -0.956 -2.750 -1.453
10 C -0.607 -4.028 -1.896
11 C 0.711 -4.319 -2.240
12 C 1.675 -3.314 -2.189
13 C 1.332 -2.038 -1.741
14 H -1.990 -2.532 -1.183
15 H -1.377 -4.792 -1.968
16 H 0.982 -5.326 -2.555
17 H 2.695 -3.525 -2.493
18 H 2.104 -1.270 -1.709
19 C 0.558 2.316 -1.915
20 C 1.028 3.129 -2.951
21 C 1.084 2.631 -4.252
22 C 0.657 1.328 -4.522
23 C 0.186 0.513 -3.483
24 H 0.523 2.715 -0.904
25 H 1.353 4.145 -2.738
26 H 1.454 3.259 -5.072
27 H 0.680 0.925 -5.536
28 H -0.143 -0.511 -3.691
29 C -2.927 0.476 -1.826
30 C -4.321 0.494 -1.812
31 C -5.024 0.053 -0.687
32 C -4.314 -0.421 0.422
33 C -2.922 -0.469 0.408
34 H -2.370 0.835 -2.694
35 H -4.846 0.867 -2.691
36 H -6.113 0.080 -0.688
37 H -4.865 -0.757 1.299
38 H -2.381 -0.833 1.284
39 H 0.634 3.999 0.636
40 H 0.355 3.384 1.009
41 C 3.045 0.199 4.895
42 C 1.654 0.097 5.537
43 C 0.630 0.398 4.447
44 O 1.375 0.797 3.265
45 C 2.772 0.998 3.624
46 H 3.741 0.749 5.541
47 H 3.492 -0.775 4.669
48 H 1.578 0.893 6.278
49 H 1.463 -0.853 6.043
50 H -0.008 -0.456 4.201
51 H -0.002 1.262 4.692
52 H 2.872 2.067 3.861
53 H 3.418 0.749 2.768

---

[6]
This record from the OMol25 dataset describes a cluster of 13 separate species, C68H80N8O31 in total in a non-equilibrium geometry. The level of theory is ωB97M-V with the def2-TZVPD basis set.

Calculated values
E: -147178.6148 eV
orbital gap: 8.410 eV
HOMO: -9.7 eV
F_max: 0.105 hartree/bohr

Cartesian coordinates (Å):
1 C -2.120 4.970 3.291
2 C -1.011 5.804 3.588
3 C 0.213 5.283 3.746
4 C 0.414 3.888 3.788
5 C -0.636 3.065 3.469
6 C -1.905 3.636 3.231
7 N 1.844 3.383 4.038
8 O 2.030 2.237 3.726
9 O 2.752 4.062 4.446
10 H -3.116 5.295 3.029
11 H -1.148 6.875 3.623
12 H 1.110 5.864 3.903
13 H -0.594 1.988 3.536
14 H -2.737 3.013 2.940
15 C -7.453 3.051 -1.275
16 C -7.032 3.499 0.042
17 C -5.971 4.297 0.226
18 C -5.058 4.424 -0.832
19 C -5.350 3.899 -2.167
20 C -6.507 3.144 -2.300
21 N -3.857 5.318 -0.656
22 O -3.119 5.468 -1.701
23 O -3.855 6.004 0.375
24 H -8.276 2.456 -1.643
25 H -7.688 3.347 0.886
26 H -5.799 4.712 1.209
27 H -4.583 4.181 -2.874
28 H -6.630 2.694 -3.274
29 C 2.216 6.453 0.755
30 C 1.452 6.087 -0.335
31 C 1.920 5.272 -1.376
32 C 3.253 4.762 -1.316
33 C 4.031 5.189 -0.209
34 C 3.478 5.898 0.825
35 N 3.855 3.898 -2.317
36 O 3.127 3.231 -2.985
37 O 5.039 3.709 -2.323
38 H 1.789 7.106 1.502
39 H 0.514 6.615 -0.426
40 H 1.215 5.061 -2.166
41 H 5.024 4.766 -0.170
42 H 4.055 6.322 1.634
43 C -1.701 -4.291 -3.416
44 C -3.105 -4.228 -3.439
45 C -3.809 -3.589 -2.434
46 C -3.024 -3.030 -1.402
47 C -1.633 -3.168 -1.375
48 C -0.983 -3.829 -2.371
49 N -3.713 -2.587 -0.149
50 O -3.207 -1.607 0.427
51 O -4.763 -3.118 0.174
52 H -1.282 -4.984 -4.130
53 H -3.655 -4.700 -4.240
54 H -4.880 -3.711 -2.371
55 H -1.126 -2.664 -0.565
56 H 0.070 -3.920 -2.148
57 C 1.419 -6.749 2.109
58 C 1.569 -6.561 0.720
59 C 1.824 -5.329 0.166
60 C 2.066 -4.213 1.022
61 C 1.950 -4.415 2.438
62 C 1.569 -5.698 2.951
63 N 2.347 -2.834 0.463
64 O 2.325 -2.809 -0.789
65 O 2.755 -1.935 1.176
66 H 1.344 -7.765 2.468
67 H 1.489 -7.406 0.051
68 H 1.984 -5.337 -0.902
69 H 2.267 -3.660 3.141
70 H 1.540 -5.728 4.031
71 C -6.812 -0.569 -1.379
72 C -8.088 -0.678 -1.929
73 C -8.277 -0.527 -3.345
74 C -7.247 0.015 -4.196
75 C -6.012 0.253 -3.586
76 C -5.769 -0.095 -2.256
77 N -7.338 0.239 -5.700
78 O -8.282 -0.133 -6.338
79 O -6.377 0.835 -6.151
80 H -6.594 -0.849 -0.359
81 H -8.914 -1.088 -1.365
82 H -9.217 -0.796 -3.804
83 H -5.103 0.372 -4.157
84 H -4.745 -0.079 -1.915
85 C 5.931 -1.275 -0.120
86 C 5.558 -0.107 -0.811
87 C 5.942 1.154 -0.352
88 C 6.729 1.230 0.802
89 C 7.017 0.090 1.512
90 C 6.584 -1.154 1.105
91 N 7.472 2.518 1.081
92 O 8.220 2.675 2.039
93 O 7.193 3.446 0.389
94 H 5.526 -2.211 -0.476
95 H 4.986 -0.340 -1.697
96 H 5.633 1.978 -0.979
97 H 7.568 0.152 2.438
98 H 6.972 -1.869 1.814
99 C 1.448 0.549 0.746
100 C 1.284 1.179 -0.488
101 C 0.022 1.422 -1.018
102 C -1.136 1.057 -0.315
103 C -0.896 0.406 0.965
104 C 0.396 0.145 1.502
105 N -2.498 1.429 -0.773
106 O -2.584 1.823 -1.910
107 O -3.360 1.434 0.023
108 H 2.426 0.449 1.192
109 H 2.203 1.404 -1.009
110 H -0.002 1.920 -1.976
111 H -1.771 0.113 1.525
112 H 0.469 -0.257 2.502
113 C 10.342 -5.952 4.194
114 C 9.522 -5.060 3.148
115 O 8.954 -4.017 3.907
116 C 7.654 -3.685 3.813
117 O 7.179 -2.782 4.519
118 O 6.885 -4.367 2.856
119 C 5.485 -4.144 2.950
120 H 10.888 -6.672 3.585
121 H 9.746 -6.595 4.841
122 H 10.977 -5.331 4.826
123 H 8.835 -5.603 2.499
124 H 10.271 -4.632 2.482
125 H 5.088 -3.997 3.954
126 H 5.134 -5.113 2.594
127 H 5.022 -3.440 2.259
128 C -2.417 -3.014 4.914
129 C -1.334 -3.287 5.983
130 O -0.538 -2.156 5.902
131 C 0.845 -2.342 5.686
132 O 1.323 -3.434 5.406
133 O 1.414 -1.210 5.789
134 C 2.686 -0.985 5.471
135 H -3.045 -2.130 5.023
136 H -2.937 -3.965 4.803
137 H -1.971 -2.789 3.946
138 H -0.998 -4.285 5.701
139 H -1.884 -3.384 6.919
140 H 3.396 -1.383 6.196
141 H 2.781 0.085 5.653
142 H 2.999 -1.128 4.437
143 C 2.188 -0.471 -3.625
144 C 2.904 0.386 -4.672
145 O 2.057 0.511 -5.781
146 C 2.414 0.774 -7.044
147 O 3.574 1.041 -7.459
148 O 1.269 1.003 -7.700
149 C 1.312 1.221 -9.094
150 H 2.003 -1.513 -3.888
151 H 1.246 -0.066 -3.256
152 H 2.794 -0.526 -2.721
153 H 3.815 -0.154 -4.931
154 H 3.034 1.379 -4.242
155 H 2.050 1.968 -9.388
156 H 0.303 1.458 -9.431
157 H 1.807 0.384 -9.585
158 C -1.319 -1.135 -4.396
159 C -1.113 -0.581 -5.838
160 O -2.366 -0.516 -6.478
161 C -2.678 0.055 -7.597
162 O -1.846 0.716 -8.308
163 O -4.007 0.025 -7.689
164 C -4.671 0.660 -8.782
165 H -1.851 -0.481 -3.705
166 H -0.346 -1.330 -3.946
167 H -1.986 -1.988 -4.524
168 H -0.521 -1.255 -6.457
169 H -0.671 0.414 -5.778
170 H -4.527 1.733 -8.910
171 H -5.750 0.508 -8.800
172 H -4.215 0.305 -9.706
173 C -1.595 2.186 6.999
174 C -2.706 1.217 6.819
175 O -2.848 0.984 5.404
176 C -4.039 0.717 4.869
177 O -5.112 0.717 5.405
178 O -3.774 0.652 3.620
179 C -4.827 0.197 2.786
180 H -0.731 1.871 6.413
181 H -1.119 2.184 7.980
182 H -1.896 3.216 6.808
183 H -3.590 1.643 7.294
184 H -2.648 0.203 7.214
185 H -5.782 0.722 2.792
186 H -4.923 -0.855 3.054
187 H -4.699 0.005 1.721